(1)
Molecular formula: C2H8N2P
Method: DFT, the ωB97M-V functional and the def2-TZVPD basis

CARTESIAN COORDINATES (ANGSTROEM)
C 0.10 0.22 -0.14
C 0.59 1.15 -1.22
N -0.29 0.69 1.06
N 0.08 -1.03 -0.46
P -0.63 -2.83 0.54
H 0.31 2.11 -0.91
H 0.38 0.90 -2.29
H 1.75 1.24 -1.14
H -0.02 1.62 1.32
H -0.36 -0.05 1.72
H 0.19 -1.17 -1.43
H -1.67 -2.27 1.49
H 0.21 -2.71 1.66

Output
SMILES = C/C(N)=[NH+]/P
Total charge = +1
HOMO energy = -15.37 eV

Atom charges from the natural (NBO) analysis, given in e for atoms 1 to 2: atom 1 (C): 0.546, atom 2 (C): -0.698

(2)
Molecular formula: C2H8N2S
Method: DFT, the ωB97M-V functional and the def2-TZVPD basis

CARTESIAN COORDINATES (ANGSTROEM)
C 1.49 0.52 -0.46
C 1.46 -0.78 0.34
N 0.46 -1.60 0.49
N -1.43 -0.02 -0.08
S -2.84 0.56 0.15
H 1.67 1.34 0.29
H 2.33 0.55 -1.14
H 0.52 0.66 -0.92
H 2.55 -1.02 0.82
H -2.67 2.07 0.03
H 0.73 -2.46 1.00
H -1.03 -0.53 0.60
H -3.23 0.70 -1.11

Output
HOMO energy = -8.37 eV

Atom charges from the natural (NBO) analysis, given in e for atoms 1 to 2: atom 1 (C): -0.698, atom 2 (C): 0.179

(3)
Molecular formula: C2H8N2S2
Method: DFT, the ωB97M-V functional and the def2-TZVPD basis

CARTESIAN COORDINATES (ANGSTROEM)
C -2.23 -0.47 0.81
S -1.62 0.20 2.51
S -0.69 -1.56 3.07
H -1.22 -0.54 0.26
H -2.84 -1.36 0.47
H -2.79 0.35 0.41
H 0.63 -1.06 2.79
N 0.53 1.06 -1.30
C 1.86 0.79 -1.64
N 2.10 -0.48 -1.83
H 0.05 0.18 -1.31
H 0.34 1.95 -0.83
H 2.69 1.51 -1.52
H 3.18 -0.56 -1.89

Output
SMILES = [H]/N=C/N.CSS
HOMO energy = -9.00 eV

Atom charges from the natural (NBO) analysis, given in e for atoms 1 to 2: atom 1 (C): -0.725, atom 2 (S): 0.066

(4)
Molecular formula: C2H8N2S2
Method: DFT, the ωB97M-V functional and the def2-TZVPD basis

CARTESIAN COORDINATES (ANGSTROEM)
C -1.37 3.17 -1.28
S -2.00 1.89 -2.41
S -3.11 2.96 -3.88
H -0.71 3.88 -1.77
H -0.92 2.60 -0.50
H -1.95 3.91 -0.63
H -4.21 2.18 -4.00
N 1.35 -3.44 2.58
C 2.15 -2.78 1.63
N 3.41 -2.94 1.57
H 1.60 -4.16 3.25
H 0.40 -3.38 2.25
H 1.57 -1.87 1.22
H 3.78 -2.03 1.95

Output
SMILES = [H]/N=C/N.CSS
HOMO energy = -8.48 eV

Atom charges from the natural (NBO) analysis, given in e for atoms 1 to 2: atom 1 (C): -0.770, atom 2 (S): 0.103

(5)
Molecular formula: C2H8N3
Method: DFT, the ωB97M-V functional and the def2-TZVPD basis

CARTESIAN COORDINATES (ANGSTROEM)
C 2.21 -1.32 0.16
C 1.47 1.02 -0.03
N 1.80 -0.17 0.15
N 0.24 1.37 -0.18
N -1.94 -0.17 0.15
H 2.50 -1.89 1.11
H 2.63 -1.58 -0.79
H 2.30 1.73 0.22
H -0.34 0.57 -0.11
H 0.00 2.35 -0.04
H -1.89 -0.70 -0.74
H -2.66 0.44 0.31
H -1.88 -0.66 0.98

Output
Total charge = +1
HOMO energy = -14.32 eV

Atom charges from the natural (NBO) analysis, given in e for atoms 1 to 2: atom 1 (C): 0.089, atom 2 (C): 0.351

(6)
Molecular formula: C2H8N3
Method: DFT, the ωB97M-V functional and the def2-TZVPD basis

CARTESIAN COORDINATES (ANGSTROEM)
C 1.09 1.50 0.64
C -1.47 0.30 0.01
N 1.35 0.30 0.35
N -0.82 -0.55 -0.80
N -0.48 -1.93 -0.59
H 0.91 1.83 1.67
H -1.98 0.12 0.90
H 1.15 2.19 -0.39
H -1.18 1.35 -0.31
H 1.67 -0.29 1.13
H -0.20 -2.26 -1.48
H -1.29 -2.54 -0.44
H 1.24 -0.03 -0.69

Output
Total charge = +1
HOMO energy = -13.88 eV

Atom charges from the natural (NBO) analysis, given in e for atoms 1 to 2: atom 1 (C): 0.100, atom 2 (C): -0.129

(7)
Molecular formula: C2H8N3O
Method: DFT, the ωB97M-V functional and the def2-TZVPD basis

CARTESIAN COORDINATES (ANGSTROEM)
C 1.38 0.13 -1.57
C -0.33 -0.25 0.00
N -1.28 -0.17 2.30
N -0.25 0.10 1.30
N -1.38 -0.84 -0.53
O 2.64 0.71 -1.49
H 1.66 -1.00 -1.38
H 0.77 0.40 -2.37
H -1.91 0.59 2.46
H -0.78 -0.40 3.23
H 0.52 0.82 1.45
H -1.53 -1.10 -1.52
H 2.82 1.64 -1.84
H -2.31 -0.63 -0.04

Output
Total charge = +1
HOMO energy = -14.02 eV

Atom charges from the natural (NBO) analysis, given in e for atoms 1 to 2: atom 1 (C): 0.137, atom 2 (C): 0.423

(8)
Molecular formula: C2H8N3O
Method: DFT, the ωB97M-V functional and the def2-TZVPD basis

CARTESIAN COORDINATES (ANGSTROEM)
C -1.83 0.29 -0.34
C -0.39 0.04 -0.12
N 1.72 0.58 0.52
N 0.82 0.70 -0.60
N 0.10 -1.40 -0.06
O -1.25 0.43 0.90
H -2.26 1.25 -0.71
H -2.62 -0.45 -0.27
H 2.72 0.73 0.27
H 1.54 1.21 1.23
H 0.56 1.71 -0.84
H 0.95 -1.34 0.56
H 0.51 -1.73 -0.92
H -0.58 -2.02 0.37

Output
SMILES = NN[C@]1([NH3+])CO1
Total charge = +1
HOMO energy = -15.08 eV

Atom charges from the natural (NBO) analysis, given in e for atoms 1 to 2: atom 1 (C): -0.113, atom 2 (C): 0.471

(9)
Molecular formula: C2H8N3O2
Method: DFT, the ωB97M-V functional and the def2-TZVPD basis

CARTESIAN COORDINATES (ANGSTROEM)
C -0.88 1.57 -0.06
C -1.46 -0.63 0.56
N -0.50 0.43 0.39
N 1.38 -1.17 -0.02
N 1.54 -0.08 0.65
O 0.67 -1.06 -1.13
O 1.89 0.93 -0.19
H -0.30 2.36 -0.50
H -2.05 1.63 -0.40
H 2.37 1.51 0.37
H -1.20 -1.52 -0.03
H -1.57 -0.86 1.61
H -2.37 -0.25 0.08
H 1.35 -2.00 0.56
H 1.13 -0.87 -1.87

Output
Total charge = +1
HOMO energy (spin up / spin down) = -14.66 / -14.66 eV

Atom charges from the natural (NBO) analysis, given in e for atoms 1 to 2: atom 1 (C): 0.006, atom 2 (C): -0.457

(10)
Molecular formula: C2H8N3OS
Method: DFT, the ωB97M-V functional and the def2-TZVPD basis

CARTESIAN COORDINATES (ANGSTROEM)
C 2.40 -1.42 0.75
C -0.69 -0.68 -2.78
N -0.75 1.64 2.21
N 1.54 -0.57 0.93
N 0.32 -0.30 0.44
O 3.28 -2.14 0.87
S -0.70 0.85 -1.83
H 0.28 -0.92 -3.12
H -0.92 -0.39 -3.84
H -1.35 -1.36 -2.32
H -0.23 2.54 2.15
H -1.02 1.41 3.18
H -1.72 1.97 1.79
H -0.37 -1.09 0.65
H -0.07 0.44 0.92

Output
Total charge = +1
HOMO energy (spin up / spin down) = -14.00 / -13.73 eV

Atom charges from the natural (NBO) analysis, given in e for atoms 1 to 2: atom 1 (C): 0.873, atom 2 (C): -0.824